1.
Here is an isolated molecule of C2H7N2P from the Open Molecules 2025 dataset. Energies are from ωB97M-V/def2-TZVPD.

Last column: natural (NBO) charge in e.
CARTESIAN COORDINATES (ANGSTROEM)
N: -0.479 1.215 1.974  -1.125
P: -0.399 -0.488 1.334  0.900
N: -0.114 -0.059 -0.360  -0.708
C: 1.157 0.063 -1.008  -0.244
C: 0.160 -0.940 -1.457  -0.251
H: -1.219 1.691 1.520  0.364
H: -0.726 1.325 3.045  0.385
H: -1.778 -0.708 1.181  -0.095
H: 2.178 -0.270 -0.600  0.193
H: 1.354 0.839 -1.768  0.194
H: -0.370 -0.607 -2.372  0.184
H: 0.237 -2.061 -1.489  0.202

The energy relative to the best compared isomer or geometry (same formula, charge and spin) is 37.4 kcal per mole. For the HOMO energy, the calculation gives -8.320 eV. Its molar mass is 90.07 Da. The LUMO energy comes out at 0.0439 Eh. As for the frontier orbital gap: 0.3497 Eh. The maximum force comes out at 3.1 eV/Å. The charge is 0. The energy comes out at -14454.4782 eV. The SMILES is NPN1CC1.



2.
Here is an isolated molecule of C3H3N2P from the Open Molecules 2025 dataset. Energies are from ωB97M-V/def2-TZVPD.

Last column: natural (NBO) charge in e.
CARTESIAN COORDINATES (ANGSTROEM)
N: 0.507 -2.425 1.428  -0.312
C: 0.614 -1.342 1.116  0.267
C: 0.896 0.225 0.616  -0.648
P: -0.583 0.728 -0.365  0.377
C: 1.063 0.990 1.798  0.240
N: 1.083 1.693 2.733  -0.242
H: 1.741 0.180 -0.170  0.305
H: -1.322 0.286 0.836  0.007
H: -0.623 -0.434 -1.272  0.007

The energy relative to the best compared isomer or geometry (same formula, charge and spin) is 32.7 kcal per mole. For the HOMO energy, the calculation gives -10.719 eV. Its molar mass is 98.05 Da. The LUMO energy comes out at 0.0001 Eh. As for the frontier orbital gap: 0.3940 Eh. The maximum force comes out at 5.6 eV/Å. The charge is 0. The energy comes out at -15425.8972 eV. The SMILES is N#CC(P)C#N.



3.
Here is a cluster of 2 separate species, C10H16N3S in total from the Open Molecules 2025 dataset. Energies are from ωB97M-V/def2-TZVPD.

Last column: natural (NBO) charge in e.
CARTESIAN COORDINATES (ANGSTROEM)
C: -3.169 -1.151 0.933  -0.121
C: -1.822 -1.190 1.289  -0.195
C: -3.561 -0.511 -0.259  -0.242
C: -0.847 -0.453 0.511  0.170
C: -2.595 0.041 -1.079  0.261
C: 1.951 -0.791 2.677  -0.037
C: 5.115 0.526 0.279  -0.519
C: 0.467 -0.284 0.920  0.213
C: 1.432 0.383 -0.039  -0.689
C: -2.897 0.609 -2.406  -0.272
N: -1.342 0.168 -0.604  -0.441
N: 0.787 -0.682 2.163  -0.447
N: -1.971 1.610 -2.818  -0.843
S: 3.469 -1.132 1.909  0.132
H: -3.924 -1.466 1.692  0.252
H: -1.508 -1.800 2.221  0.273
H: -4.533 -0.626 -0.630  0.239
H: 4.406 1.228 -0.051  0.160
H: 1.866 -1.017 3.767  0.226
H: 5.260 -0.334 -0.351  0.169
H: 6.013 0.892 0.751  0.183
H: 2.435 0.094 0.194  0.243
H: 1.283 1.435 0.152  0.242
H: 1.213 0.231 -1.139  0.235
H: -2.641 -0.198 -3.166  0.237
H: -3.953 0.913 -2.429  0.214
H: -2.247 2.478 -2.366  0.362
H: -2.107 1.874 -3.834  0.395
H: -0.839 0.723 -1.144  0.428
H: 4.261 -1.572 2.858  0.171

The energy relative to the best compared isomer or geometry (same formula, charge and spin) is 57.4 kcal per mole. For the HOMO energy (alpha / beta), the calculation gives -10.838 / -11.029 eV. Its molar mass is 210.33 Da. The LUMO energy (alpha / beta) comes out at -0.1259 / -0.1866 Eh. As for the frontier orbital gap (alpha / beta): 0.2724 / 0.2187 Eh. The maximum force comes out at 5.6 eV/Å. The charge is +1. The energy comes out at -25924.7075 eV.



Repeat the third record exactly.
Here is a cluster of 2 separate species, C10H16N3S in total from the Open Molecules 2025 dataset. Energies are from ωB97M-V/def2-TZVPD.

Last column: natural (NBO) charge in e.
CARTESIAN COORDINATES (ANGSTROEM)
C: -3.169 -1.151 0.933  -0.121
C: -1.822 -1.190 1.289  -0.195
C: -3.561 -0.511 -0.259  -0.242
C: -0.847 -0.453 0.511  0.170
C: -2.595 0.041 -1.079  0.261
C: 1.951 -0.791 2.677  -0.037
C: 5.115 0.526 0.279  -0.519
C: 0.467 -0.284 0.920  0.213
C: 1.432 0.383 -0.039  -0.689
C: -2.897 0.609 -2.406  -0.272
N: -1.342 0.168 -0.604  -0.441
N: 0.787 -0.682 2.163  -0.447
N: -1.971 1.610 -2.818  -0.843
S: 3.469 -1.132 1.909  0.132
H: -3.924 -1.466 1.692  0.252
H: -1.508 -1.800 2.221  0.273
H: -4.533 -0.626 -0.630  0.239
H: 4.406 1.228 -0.051  0.160
H: 1.866 -1.017 3.767  0.226
H: 5.260 -0.334 -0.351  0.169
H: 6.013 0.892 0.751  0.183
H: 2.435 0.094 0.194  0.243
H: 1.283 1.435 0.152  0.242
H: 1.213 0.231 -1.139  0.235
H: -2.641 -0.198 -3.166  0.237
H: -3.953 0.913 -2.429  0.214
H: -2.247 2.478 -2.366  0.362
H: -2.107 1.874 -3.834  0.395
H: -0.839 0.723 -1.144  0.428
H: 4.261 -1.572 2.858  0.171

The energy relative to the best compared isomer or geometry (same formula, charge and spin) is 57.4 kcal per mole. For the HOMO energy (alpha / beta), the calculation gives -10.838 / -11.029 eV. Its molar mass is 210.33 Da. The LUMO energy (alpha / beta) comes out at -0.1259 / -0.1866 Eh. As for the frontier orbital gap (alpha / beta): 0.2724 / 0.2187 Eh. The maximum force comes out at 5.6 eV/Å. The charge is +1. The energy comes out at -25924.7075 eV.



Question: Which value of energy does entry 3 give?
Answer: -25924.7075 eV